Entry 1:
{
  "formula": "C17H19HgN3S2Se",
  "method": "ωB97M-V/def2-TZVPD",
  "species": ["Hg", "C", "S", "C", "S", "N", "N", "C", "C", "C", "C", "C", "C", "N", "H", "H", "H", "H", "H", "H", "H", "H", "C", "C", "C", "C", "C", "C", "Se", "C", "C", "C", "H", "H", "H", "H", "H", "H", "H", "H", "H", "H", "H"],
  "positions_angstrom": [[-0.258658, 1.178557, 0.075842], [-4.672830, 4.229965, 1.234937], [-3.970806, 4.434963, -0.415253], [-2.479544, 3.473772, -0.201929], [-2.679875, 1.741084, -0.085309], [-1.388204, 4.157339, -0.202411], [-0.230732, 3.449731, -0.059057], [0.870380, 4.153177, -0.324098], [2.142972, 3.550152, -0.347333], [3.321691, 4.314274, -0.566396], [4.539511, 3.695973, -0.559914], [4.609344, 2.303380, -0.347665], [3.418127, 1.624231, -0.172465], [2.220615, 2.201539, -0.175325], [-5.678637, 4.650202, 1.217415], [-4.074370, 4.755607, 1.977798], [-4.731979, 3.172282, 1.486596], [0.766620, 5.206493, -0.564945], [3.233627, 5.382075, -0.728636], [5.443086, 4.273966, -0.716025], [5.552235, 1.775317, -0.322390], [3.408815, 0.548693, -0.013962], [-1.375567, -6.166579, -0.900882], [-0.911435, -4.804393, -0.455734], [-1.690740, -4.013415, 0.376265], [-1.249533, -2.778520, 0.843995], [-2.160387, -1.958077, 1.715826], [0.026032, -2.320240, 0.479759], [0.753657, -0.761527, 1.331697], [0.794843, -3.070913, -0.419802], [2.125656, -2.601081, -0.947865], [0.316903, -4.303230, -0.859212], [-2.369276, -6.389233, -0.511382], [-0.697134, -6.946923, -0.549008], [-1.417044, -6.240579, -1.989855], [-2.673757, -4.364570, 0.675319], [-3.108656, -2.474862, 1.869102], [-2.360202, -0.983861, 1.263700], [-1.703481, -1.751897, 2.684337], [2.233857, -1.524019, -0.843060], [2.222282, -2.869605, -2.001271], [2.953702, -3.066042, -0.406178], [0.928886, -4.883220, -1.545208]],
  "forces_ev_per_a": [[-0.008, -0.021, 0.473], [-0.069, -0.049, 0.051], [0.103, -0.002, -0.004], [-0.088, 0.040, -0.078], [-0.233, 0.027, -0.142], [0.141, -0.258, 0.096], [0.021, 0.320, -0.341], [-0.041, -0.038, 0.046], [-0.018, 0.074, -0.074], [-0.015, -0.016, 0.002], [0.031, -0.067, -0.001], [0.004, 0.062, -0.001], [-0.092, 0.013, 0.019], [0.083, -0.069, 0.010], [0.012, 0.007, -0.006], [0.007, -0.007, -0.005], [-0.006, 0.009, -0.004], [-0.005, 0.014, 0.060], [0.001, 0.000, 0.019], [0.006, -0.012, -0.003], [0.006, 0.006, -0.015], [0.009, 0.002, 0.004], [-0.021, 0.012, -0.040], [0.022, -0.018, 0.038], [-0.003, 0.037, -0.012], [-0.047, 0.000, 0.006], [0.047, -0.029, 0.009], [-0.179, -0.113, -0.004], [0.309, 0.072, -0.102], [0.031, -0.041, -0.025], [0.003, 0.003, 0.049], [-0.029, 0.038, -0.048], [-0.001, 0.010, -0.006], [0.004, 0.004, 0.005], [0.002, 0.014, 0.002], [0.010, 0.001, 0.007], [-0.002, 0.015, -0.002], [-0.013, -0.013, -0.001], [0.008, -0.021, 0.008], [-0.012, -0.006, -0.032], [0.027, -0.025, 0.007], [-0.007, 0.022, 0.024], [-0.001, 0.002, 0.010]],
  "nbo_charge": [1.232, -0.744, 0.201, -0.122, -0.488, -0.328, -0.523, -0.032, 0.092, -0.238, -0.201, -0.347, 0.059, -0.544, 0.211, 0.208, 0.228, 0.181, 0.202, 0.198, 0.203, 0.194, -0.621, -0.027, -0.225, -0.055, -0.635, -0.089, -0.406, -0.050, -0.640, -0.229, 0.207, 0.209, 0.210, 0.193, 0.198, 0.239, 0.229, 0.239, 0.204, 0.212, 0.192],
  "molar_mass_g_mol": 609.04,
  "total_charge": -1,
  "multiplicity": 2,
  "de_lowest_kj_mol": 21.6,
  "s2": 0.77,
  "homo_energy_ev": [-2.60, -4.57]
}

Entry 2:
{
  "formula": "C17H19I2N3PtSe",
  "method": "ωB97M-V/def2-TZVPD",
  "species": ["Pt", "I", "C", "I", "H", "H", "C", "N", "C", "Se", "N", "C", "C", "C", "C", "C", "C", "H", "H", "H", "H", "H", "H", "H", "H", "C", "C", "C", "C", "C", "C", "C", "C", "N", "H", "H", "H", "H", "H", "H", "H", "H", "H"],
  "positions_angstrom": [[2.807963, -0.871712, 0.526687], [5.446290, -0.919156, 0.995511], [5.208405, -1.031755, 3.111050], [3.176018, -1.376051, 3.538486], [5.508299, -0.076518, 3.528390], [5.808465, -1.854493, 3.483833], [0.183193, 1.766482, -1.934419], [-0.052609, 1.925795, -0.511416], [0.859172, 1.900620, 0.465043], [2.716590, 1.602687, 0.295645], [0.245064, 2.136008, 1.631194], [-1.113823, 2.307761, 1.421271], [-2.171679, 2.555151, 2.287863], [-3.421239, 2.653259, 1.711024], [-3.612903, 2.517428, 0.324662], [-2.561634, 2.272141, -0.534990], [-1.303211, 2.166084, 0.048157], [1.239792, 1.567735, -2.095402], [-0.098071, 2.681462, -2.453910], [-0.416347, 0.936690, -2.309255], [0.735582, 2.200386, 2.510455], [-2.027164, 2.671286, 3.351678], [-4.277403, 2.848428, 2.340452], [-4.609657, 2.623480, -0.077274], [-2.710776, 2.180971, -1.600613], [2.190144, -1.916311, -2.143706], [0.731422, -1.961900, -1.854425], [-0.159509, -2.339935, -2.820385], [-1.524785, -2.445321, -2.521159], [-2.043714, -2.200089, -1.256773], [-1.211823, -1.814179, -0.231151], [-1.724225, -1.659408, 1.152915], [0.218345, -1.614335, -0.520570], [0.905674, -1.083705, 0.439494], [2.399267, -2.230585, -3.163962], [2.733436, -2.591867, -1.469598], [2.584094, -0.900897, -2.009012], [0.184168, -2.579794, -3.816253], [-2.200752, -2.760084, -3.306143], [-3.100117, -2.338074, -1.074106], [-2.795488, -1.470537, 1.154960], [-1.196266, -0.881770, 1.694199], [-1.548182, -2.595397, 1.691569]],
  "forces_ev_per_a": [[0.181, 0.608, 0.255], [0.023, 0.070, -0.171], [0.020, 0.108, 0.021], [-0.209, -0.263, 0.191], [0.013, -0.057, -0.007], [-0.002, 0.029, -0.060], [0.045, -0.041, -0.124], [0.041, 0.004, 0.178], [0.086, -0.092, 0.035], [0.048, -0.408, -0.143], [0.066, -0.006, -0.073], [-0.096, -0.044, -0.097], [-0.040, 0.000, -0.053], [0.019, 0.003, -0.022], [0.035, 0.014, 0.028], [0.003, 0.001, 0.070], [-0.102, 0.035, 0.123], [-0.036, 0.016, -0.007], [0.008, -0.021, -0.003], [0.009, 0.004, -0.006], [0.012, -0.034, -0.022], [0.007, 0.006, 0.049], [-0.023, 0.013, 0.010], [-0.045, -0.014, -0.012], [-0.009, 0.007, -0.054], [0.016, 0.018, -0.040], [0.004, -0.050, -0.062], [0.154, 0.082, 0.124], [-0.071, -0.026, -0.060], [-0.013, 0.051, 0.154], [-0.019, -0.035, -0.056], [-0.060, 0.060, -0.019], [-0.033, 0.005, -0.089], [-0.018, 0.028, 0.048], [0.004, -0.015, -0.008], [-0.001, 0.029, -0.056], [-0.008, -0.077, -0.031], [0.032, -0.034, -0.030], [-0.029, -0.011, -0.044], [-0.030, -0.004, 0.007], [-0.003, -0.009, -0.001], [0.026, 0.069, 0.042], [-0.005, -0.021, 0.015]],
  "nbo_charge": [0.557, 0.385, -0.715, 0.284, 0.256, 0.259, -0.419, -0.325, 0.274, 0.009, -0.509, 0.169, -0.229, -0.171, -0.176, -0.216, 0.084, 0.245, 0.245, 0.217, 0.454, 0.246, 0.247, 0.245, 0.241, -0.682, 0.118, -0.266, 0.030, -0.284, 0.194, -0.676, 0.094, -0.458, 0.263, 0.238, 0.253, 0.251, 0.249, 0.252, 0.247, 0.251, 0.269],
  "molar_mass_g_mol": 793.21,
  "total_charge": 2,
  "multiplicity": 1,
  "de_lowest_kj_mol": 4.0,
  "homo_energy_ev": [-14.21, -14.20]
}

Entry 3:
{
  "formula": "C17H19IN3OPb",
  "method": "ωB97M-V/def2-TZVPD",
  "species": ["C", "C", "H", "H", "H", "H", "H", "H", "C", "C", "C", "C", "H", "H", "H", "H", "N", "C", "C", "N", "C", "C", "C", "H", "H", "C", "H", "H", "Pb", "I", "O", "N", "C", "C", "C", "C", "C", "H", "H", "H", "H", "H"],
  "positions_angstrom": [[1.946767, 3.412589, -0.034490], [3.097632, 0.924851, -0.292590], [1.769636, 3.775726, -1.090469], [3.085377, 3.392236, 0.052811], [1.498207, 3.582332, 0.921789], [3.173996, 0.601982, -1.374579], [3.829499, 1.834928, -0.193612], [3.087006, 0.383361, 0.684418], [-2.612686, 1.450842, -1.651125], [-3.946485, 1.190480, -2.114820], [-4.147266, -0.059319, -2.696175], [-3.103139, -0.996146, -2.789600], [-2.372103, 2.390489, -1.182454], [-4.671321, 1.962244, -1.998128], [-5.097924, -0.309409, -3.077158], [-3.209633, -1.945675, -3.258496], [-1.577667, 0.640113, -1.715237], [-1.842394, -0.560188, -2.218968], [-0.703344, -1.564295, -2.238295], [0.461285, -1.187687, -1.734652], [1.488202, -2.001704, -1.512670], [0.276180, -3.800942, -2.600491], [1.422854, -3.363434, -1.955078], [2.398038, -1.657536, -0.999138], [2.254681, -3.993415, -1.790935], [-0.800043, -2.902787, -2.760984], [-1.689253, -3.127646, -3.250628], [0.156354, -4.809735, -2.994079], [1.283889, 1.657163, -0.279983], [-0.940009, 2.814691, 1.642552], [0.868931, -0.320697, 1.149347], [0.656662, -0.197667, 2.451943], [-0.630253, -0.107164, 2.931648], [-0.839939, 0.297147, 4.230781], [0.223340, 0.568431, 5.068575], [1.521458, 0.436660, 4.580893], [1.735395, 0.024131, 3.281016], [-1.418601, -0.309520, 2.225283], [-1.850896, 0.437523, 4.549132], [0.082487, 0.888110, 6.089032], [2.418251, 0.642599, 5.152260], [2.716819, -0.093647, 2.793373]],
  "forces_ev_per_a": [[3.281, 6.914, -1.006], [5.519, -1.051, -0.875], [-0.406, 1.619, 1.755], [-1.898, -0.202, 0.004], [-0.351, 2.259, -0.013], [0.965, -1.210, 1.690], [-1.533, -1.927, -0.255], [0.864, -0.828, -1.697], [-1.880, 0.921, -0.202], [3.007, -0.751, 0.524], [0.900, -0.103, 0.150], [1.373, 3.054, 1.760], [-0.331, 0.455, -0.037], [-0.559, 0.174, -0.068], [-0.994, -0.256, -0.423], [-0.172, -0.375, -0.082], [-0.474, -0.613, 0.095], [-0.100, -2.458, -1.649], [0.637, -1.603, -0.690], [0.928, 1.477, 1.440], [-0.502, -2.109, -1.096], [-1.029, 0.866, -0.271], [-0.602, 1.970, 0.408], [-0.621, 0.100, -0.366], [0.683, -0.639, 0.134], [1.629, 1.891, 1.554], [-1.155, -0.956, -0.726], [0.253, 0.218, 0.158], [-6.612, -7.539, -0.464], [-0.534, -0.134, 0.395], [-0.245, 0.297, -0.160], [0.012, 0.935, 0.944], [1.318, 0.204, -0.576], [-0.015, -0.058, 0.020], [0.685, 0.097, 0.085], [0.315, -0.394, -0.340], [-0.858, -0.087, -1.003], [0.040, -0.165, -0.177], [-0.424, -0.109, 0.269], [-0.181, 0.063, 0.053], [-0.265, 0.011, 0.293], [-0.668, 0.046, 0.444]],
  "lowdin_spin": [0.006, 0.012, 0.000, 0.001, 0.014, 0.000, 0.001, 0.000, 0.000, 0.000, 0.000, 0.000, 0.001, 0.000, 0.000, 0.000, -0.001, 0.000, 0.000, -0.003, 0.000, 0.000, 0.000, 0.000, 0.000, 0.000, 0.000, 0.000, 0.012, 0.841, 0.002, 0.020, 0.043, 0.034, -0.005, 0.014, 0.002, 0.005, 0.000, -0.001, 0.001, 0.000],
  "molar_mass_g_mol": 615.46,
  "total_charge": 2,
  "multiplicity": 2,
  "s2": 0.76,
  "homo_energy_ev": [-14.07, -14.07]
}

Entry 4:
{
  "formula": "C17H19INO9PdS",
  "method": "ωB97M-V/def2-TZVPD",
  "species": ["Pd", "O", "C", "O", "C", "C", "C", "C", "C", "O", "C", "C", "O", "O", "H", "H", "H", "H", "H", "H", "H", "H", "C", "C", "C", "C", "C", "C", "C", "S", "O", "O", "O", "H", "H", "H", "H", "H", "H", "H", "N", "C", "O", "C", "I", "H", "H", "H", "H"],
  "positions_angstrom": [[-1.085753, 0.361161, 0.197794], [-3.995731, 1.460657, 2.292424], [-3.477378, 0.814162, 1.405334], [-2.709994, 1.360274, 0.479515], [-3.867446, -0.662018, 1.277550], [-3.824327, -1.308699, -0.124962], [-4.837013, -2.461089, -0.146457], [-4.112131, -3.498701, 0.756352], [-2.787270, -2.773589, 1.041390], [-2.580250, -2.023665, -0.156919], [-2.998265, -1.663139, 2.090960], [-1.634486, -1.174021, 2.574022], [-1.001168, -1.879293, 3.343104], [-1.226978, 0.004180, 2.180049], [-4.892331, -0.675779, 1.646064], [-3.872395, -0.611861, -0.956223], [-4.961382, -2.840196, -1.160243], [-5.811735, -2.161109, 0.239342], [-3.926527, -4.428237, 0.219264], [-4.657310, -3.730052, 1.672367], [-1.933833, -3.414142, 1.243069], [-3.514678, -2.053719, 2.966107], [5.226811, 3.324177, -2.241797], [4.002212, 2.447712, -2.255867], [2.769092, 2.955456, -1.858952], [1.647360, 2.146219, -1.795071], [1.753804, 0.812401, -2.159941], [2.968511, 0.287067, -2.582656], [4.086561, 1.105820, -2.620789], [0.397241, -0.291415, -1.954777], [-0.844127, 0.538369, -1.916991], [0.478046, -1.243959, -3.017692], [0.549620, -0.857178, -0.585223], [5.002843, 4.323443, -2.617208], [6.027719, 2.896821, -2.845030], [5.597218, 3.430801, -1.219024], [2.691111, 3.997605, -1.570584], [0.702721, 2.531032, -1.438615], [3.024230, -0.754414, -2.871403], [5.042653, 0.695635, -2.926571], [1.626733, 0.247461, 2.781958], [1.944033, 0.842065, 1.610386], [1.206979, 1.611502, 1.026183], [3.310490, 0.516147, 1.032145], [4.716640, 2.050202, 1.527446], [0.624338, 0.188115, 2.967629], [2.179322, -0.531311, 3.096617], [3.247781, 0.502141, -0.051331], [3.728452, -0.413048, 1.407262]],
  "forces_ev_per_a": [[-0.042, -0.525, -0.307], [-0.121, 0.062, 0.012], [-0.026, 0.426, -0.208], [-0.529, 0.105, 0.219], [0.145, -0.143, -0.036], [-0.012, 0.018, -0.004], [0.017, -0.043, 0.088], [-0.056, 0.073, -0.040], [-0.074, 0.020, -0.002], [-0.025, -0.019, 0.025], [0.013, -0.058, -0.234], [0.008, 0.423, -0.016], [0.044, -0.033, 0.093], [0.394, -0.492, 0.124], [0.003, -0.075, 0.094], [0.043, 0.024, -0.019], [-0.001, 0.005, -0.004], [-0.008, -0.026, -0.028], [-0.016, -0.013, 0.014], [-0.004, -0.004, -0.014], [0.041, 0.006, -0.014], [0.003, 0.033, 0.039], [-0.048, -0.028, 0.005], [0.074, 0.030, -0.007], [0.025, 0.039, -0.016], [-0.024, -0.057, -0.020], [0.114, 0.131, -0.008], [-0.065, 0.057, -0.044], [0.029, -0.003, 0.014], [-0.238, -0.064, 0.163], [0.252, -0.032, 0.140], [-0.026, -0.112, -0.112], [0.030, 0.161, 0.039], [-0.002, -0.010, -0.015], [-0.003, 0.007, -0.014], [-0.007, -0.004, -0.033], [-0.004, -0.023, 0.020], [-0.001, 0.005, -0.030], [0.017, 0.005, 0.001], [-0.019, 0.009, -0.028], [-0.123, -0.125, -0.085], [0.190, -0.007, -0.020], [0.066, 0.277, 0.070], [-0.017, -0.029, 0.080], [-0.015, -0.043, 0.046], [-0.010, 0.037, 0.015], [-0.029, -0.016, -0.031], [0.012, 0.026, 0.088], [0.026, 0.005, -0.003]],
  "nbo_charge": [1.097, -0.637, 0.813, -0.713, -0.364, 0.070, -0.423, -0.431, 0.088, -0.522, -0.348, 0.804, -0.669, -0.767, 0.227, 0.224, 0.208, 0.201, 0.209, 0.202, 0.218, 0.232, -0.633, -0.005, -0.214, -0.170, -0.292, -0.216, -0.231, 2.390, -0.964, -0.945, -0.983, 0.213, 0.208, 0.229, 0.213, 0.253, 0.237, 0.206, -0.816, 0.654, -0.637, -0.588, 0.064, 0.450, 0.382, 0.254, 0.220],
  "molar_mass_g_mol": 646.73,
  "total_charge": -1,
  "multiplicity": 1,
  "de_lowest_kj_mol": 41.5,
  "homo_energy_ev": -5.87
}